ORCA calculation (wB97M-V/def2-TZVPD) on a cluster of 18 separate species, C96H204N10O16 in total.

XYZ file:
```
326
Properties=species:S:1:pos:R:3
C -15.07 -25.93 9.30
C -15.96 -24.76 9.71
C -15.03 -23.59 9.59
N -15.64 -22.25 10.02
C -16.19 -22.43 11.43
C -14.60 -21.18 10.03
C -14.62 -20.58 8.48
C -15.91 -21.22 7.85
C -16.69 -21.77 8.99
H -15.55 -26.91 9.40
H -14.23 -25.96 9.99
H -14.64 -25.88 8.30
H -16.30 -24.87 10.74
H -16.83 -24.78 9.05
H -14.75 -23.49 8.54
H -14.10 -23.69 10.18
H -16.36 -21.45 11.88
H -15.44 -22.99 11.99
H -17.12 -22.97 11.34
H -14.85 -20.41 10.77
H -13.68 -21.64 10.37
H -14.64 -19.50 8.46
H -13.66 -20.90 8.09
H -16.46 -20.53 7.21
H -15.61 -22.03 7.17
H -17.35 -21.04 9.42
H -17.23 -22.70 8.78
C -11.08 -24.13 19.21
C -11.41 -25.00 18.04
C -11.40 -26.40 18.65
N -11.77 -27.44 17.72
C -10.76 -27.46 16.53
C -13.14 -27.27 17.18
C -13.49 -28.62 16.58
C -12.81 -29.64 17.57
C -11.86 -28.79 18.42
H -11.15 -23.06 19.00
H -10.09 -24.38 19.57
H -11.79 -24.37 19.99
H -10.63 -24.93 17.25
H -12.37 -24.76 17.54
H -12.06 -26.46 19.52
H -10.38 -26.63 18.98
H -10.93 -26.64 15.84
H -10.83 -28.44 16.05
H -9.78 -27.35 17.00
H -13.12 -26.52 16.36
H -13.74 -26.96 18.06
H -13.00 -28.59 15.60
H -14.56 -28.84 16.46
H -12.22 -30.40 17.07
H -13.50 -30.15 18.25
H -10.82 -29.08 18.56
H -12.34 -28.59 19.40
C -14.12 -17.92 22.99
C -13.71 -19.21 23.61
C -14.85 -20.16 23.77
N -14.49 -21.37 24.53
C -14.28 -21.11 26.02
C -13.28 -22.06 23.99
C -13.41 -23.52 24.44
C -14.92 -23.71 24.67
C -15.59 -22.41 24.31
H -15.00 -17.48 23.47
H -14.29 -18.03 21.92
H -13.30 -17.19 23.13
H -13.26 -19.09 24.59
H -12.95 -19.69 22.99
H -15.21 -20.57 22.83
H -15.73 -19.69 24.25
H -15.16 -20.58 26.40
H -13.35 -20.59 26.18
H -14.21 -22.12 26.49
H -12.44 -21.49 24.43
H -13.22 -21.99 22.91
H -12.75 -23.56 25.31
H -13.04 -24.23 23.70
H -15.17 -23.94 25.71
H -15.33 -24.55 24.09
H -16.48 -22.25 24.93
H -15.82 -22.26 23.25
C -15.33 -27.92 13.49
C -16.62 -28.43 12.88
C -17.60 -27.29 12.94
N -19.02 -27.83 12.55
C -19.14 -28.34 11.17
C -19.52 -28.94 13.49
C -21.02 -28.77 13.66
C -21.34 -27.52 12.87
C -20.04 -26.71 12.76
H -14.97 -26.99 13.02
H -14.51 -28.63 13.49
H -15.61 -27.66 14.52
H -16.84 -29.36 13.40
H -16.57 -28.64 11.80
H -17.39 -26.50 12.21
H -17.72 -26.85 13.94
H -18.77 -27.58 10.47
H -20.20 -28.50 10.98
H -18.61 -29.28 11.10
H -19.25 -29.91 13.09
H -19.00 -28.81 14.44
H -21.56 -29.64 13.27
H -21.33 -28.62 14.69
H -21.65 -27.77 11.86
H -22.17 -26.93 13.27
H -19.96 -25.92 12.00
H -19.78 -26.34 13.75
C -20.26 -16.27 23.31
C -21.09 -17.30 24.13
C -20.22 -18.23 24.92
N -19.99 -19.52 24.15
C -19.24 -19.41 22.84
C -21.28 -20.24 23.76
C -20.92 -21.71 23.80
C -19.49 -21.86 24.47
C -19.23 -20.44 25.08
H -20.94 -15.76 22.64
H -19.43 -16.72 22.76
H -19.81 -15.53 23.97
H -21.66 -17.78 23.33
H -21.82 -16.93 24.86
H -20.70 -18.59 25.84
H -19.28 -17.72 25.19
H -19.64 -18.57 22.28
H -19.42 -20.33 22.28
H -18.17 -19.27 23.05
H -21.51 -19.89 22.74
H -22.09 -19.94 24.42
H -20.91 -22.13 22.79
H -21.63 -22.27 24.40
H -18.68 -21.94 23.71
H -19.48 -22.74 25.13
H -18.18 -20.17 25.10
H -19.63 -20.35 26.09
C -16.17 -24.36 14.68
C -15.94 -24.40 16.18
C -16.42 -23.05 16.71
N -16.34 -22.93 18.18
C -17.45 -23.73 18.76
C -15.01 -23.30 18.75
C -14.99 -22.64 20.11
C -15.85 -21.40 20.00
C -16.57 -21.47 18.63
H -15.79 -23.41 14.25
H -17.25 -24.38 14.47
H -15.66 -25.16 14.12
H -14.90 -24.56 16.45
H -16.54 -25.24 16.57
H -17.47 -22.86 16.44
H -15.79 -22.30 16.22
H -17.16 -24.78 18.68
H -18.36 -23.59 18.20
H -17.61 -23.43 19.79
H -15.00 -24.39 18.90
H -14.24 -23.00 18.03
H -15.40 -23.32 20.87
H -13.97 -22.39 20.39
H -16.70 -21.32 20.67
H -15.18 -20.55 20.15
H -17.65 -21.37 18.66
H -16.15 -20.81 17.85
C -6.92 -21.69 15.69
C -8.07 -20.88 15.20
C -9.34 -21.66 15.45
N -10.52 -21.01 14.81
C -10.48 -21.35 13.31
C -10.68 -19.56 15.14
C -11.14 -19.56 16.60
C -12.10 -20.76 16.70
C -11.77 -21.65 15.44
H -6.88 -22.74 15.28
H -6.96 -21.80 16.77
H -5.94 -21.23 15.49
H -7.99 -20.56 14.15
H -8.04 -19.97 15.79
H -9.52 -21.68 16.53
H -9.29 -22.70 15.10
H -10.28 -22.43 13.30
H -9.74 -20.73 12.79
H -11.47 -21.19 12.88
H -11.52 -19.19 14.52
H -9.79 -18.95 14.93
H -11.52 -18.60 16.95
H -10.28 -19.80 17.25
H -13.18 -20.61 16.63
H -11.92 -21.32 17.63
H -12.59 -21.49 14.71
H -11.61 -22.75 15.52
C -18.43 -25.66 21.63
C -18.46 -26.82 20.67
C -17.41 -27.79 21.10
N -17.30 -28.87 20.03
C -16.74 -28.32 18.81
C -18.65 -29.55 19.79
C -18.25 -30.98 19.34
C -16.76 -31.13 19.71
C -16.43 -29.99 20.63
H -17.43 -25.22 21.72
H -18.71 -25.89 22.68
H -19.06 -24.82 21.32
H -18.24 -26.46 19.66
H -19.39 -27.36 20.57
H -17.58 -28.27 22.07
H -16.41 -27.36 21.11
H -17.51 -27.77 18.26
H -16.33 -29.14 18.22
H -15.92 -27.66 19.11
H -19.12 -28.93 19.05
H -19.27 -29.61 20.68
H -18.28 -31.11 18.27
H -19.01 -31.60 19.81
H -16.09 -31.19 18.83
H -16.61 -32.03 20.32
H -15.38 -29.70 20.65
H -16.79 -30.20 21.64
C -9.49 -24.05 22.97
C -9.28 -22.54 22.77
C -8.50 -22.05 24.01
N -8.37 -20.62 24.13
C -9.67 -19.97 24.14
C -7.56 -20.31 25.42
C -6.17 -19.77 24.95
C -6.05 -20.25 23.52
C -7.43 -20.07 23.02
H -9.99 -24.15 23.94
H -8.52 -24.54 23.07
H -10.09 -24.57 22.23
H -10.24 -22.03 22.65
H -8.76 -22.31 21.84
H -7.49 -22.50 24.02
H -8.98 -22.44 24.92
H -10.27 -20.42 24.94
H -10.13 -20.04 23.14
H -9.54 -18.90 24.34
H -8.20 -19.67 26.02
H -7.36 -21.22 25.99
H -6.26 -18.67 24.98
H -5.34 -20.01 25.62
H -5.35 -19.64 22.96
H -5.70 -21.28 23.44
H -7.68 -19.02 22.82
H -7.62 -20.61 22.09
C -19.29 -18.63 17.30
C -18.90 -19.47 16.12
C -20.14 -19.63 15.24
N -19.81 -20.25 13.93
C -18.91 -19.39 13.01
C -21.15 -20.60 13.29
C -21.67 -21.88 13.97
C -20.35 -22.46 14.66
C -19.17 -21.63 14.14
H -18.50 -18.41 18.00
H -20.11 -19.11 17.87
H -19.67 -17.65 16.98
H -18.49 -20.41 16.51
H -18.12 -19.03 15.50
H -20.52 -18.63 15.01
H -20.95 -20.22 15.67
H -19.14 -18.34 13.10
H -19.10 -19.73 11.98
H -17.88 -19.60 13.29
H -20.91 -20.82 12.26
H -21.77 -19.71 13.32
H -22.13 -22.51 13.20
H -22.42 -21.65 14.71
H -20.14 -23.51 14.62
H -20.38 -22.28 15.74
H -18.85 -22.02 13.17
H -18.30 -21.55 14.82
C -17.34 -26.58 25.31
C -17.50 -25.46 26.37
O -17.68 -24.27 25.96
O -17.41 -25.81 27.53
H -18.19 -27.24 25.17
H -16.49 -27.19 25.59
H -17.12 -26.19 24.30
C -11.78 -18.39 19.85
C -11.38 -19.83 20.38
O -10.19 -20.06 20.69
O -12.39 -20.58 20.58
H -12.61 -18.39 19.13
H -10.97 -17.79 19.44
H -12.15 -17.84 20.73
C -20.12 -23.62 8.74
C -19.56 -23.48 10.20
O -18.97 -24.54 10.60
O -19.76 -22.39 10.75
H -21.21 -23.78 8.84
H -19.69 -24.46 8.20
H -19.96 -22.68 8.21
C -21.72 -25.58 17.12
C -20.22 -25.93 17.18
O -19.50 -25.11 16.59
O -19.86 -27.00 17.79
H -22.27 -26.50 17.34
H -22.06 -25.20 16.15
H -22.01 -24.86 17.90
C -21.34 -22.51 19.56
C -20.60 -21.38 20.24
O -21.30 -20.40 20.46
O -19.36 -21.64 20.53
H -22.41 -22.49 19.81
H -20.88 -23.47 19.81
H -21.20 -22.35 18.49
C -12.67 -24.78 12.38
C -12.12 -25.35 13.69
O -12.51 -26.51 14.01
O -11.35 -24.64 14.35
H -12.67 -23.69 12.41
H -13.68 -25.05 12.04
H -11.99 -25.02 11.56
C -12.38 -27.17 22.67
C -13.46 -27.60 21.68
O -14.21 -26.63 21.29
O -13.48 -28.77 21.33
H -12.32 -27.95 23.44
H -12.59 -26.25 23.18
H -11.37 -27.10 22.26
C -14.72 -18.59 14.54
C -14.87 -19.97 13.85
O -13.98 -20.40 13.07
O -15.93 -20.59 14.13
H -13.85 -18.04 14.21
H -14.63 -18.78 15.61
H -15.61 -17.96 14.37
```

Its largest force on an atom is 3.3 eV/Å. Its total charge is +2. The value obtained for the gap between HOMO and LUMO is 6.14 eV. The value obtained for the molecular weight is 1754.742 g mol⁻¹. The calculated total energy comes out at -5531.04003 Ha. The HOMO energy is -9.3 eV.

Löwdin population analysis, charges in e, atoms 1 to 4: -0.09 -0.24 -0.13 -0.24